# 1
Density functional theory data (wB97M-V/def2-TZVPD) for an isolated molecule of C2H4N2 in a non-equilibrium geometry.

**F_max**: 0.0967 Eh/bohr
**Frontier orbital gap**: 10.4 eV
**HOMO**: -9.2 eV
**2S+1**: 1
**ΔE to the lowest compared entry with this formula, charge and spin**: 378.59 kJ/mol

Each line ends with the Löwdin charge.
Cartesian coordinates (Å):
C: 1.10492 0.17254 0.04629  -0.106
N: -0.29364 0.67608 0.62788  -0.009
C: -1.01865 -0.30681 -0.10797  -0.173
N: 0.00470 0.52394 -0.76296  -0.068
H: 1.81051 1.02419 0.03079  0.108
H: 1.38693 -0.86127 0.23820  0.098
H: -0.96998 -1.23371 0.21561  0.049
H: -2.02480 0.00503 -0.28784  0.101

# 2
Density functional theory data (wB97M-V/def2-TZVPD) for a cluster of 2 separate species, C2H4N2 in total in a non-equilibrium geometry.

**F_max**: 0.0261 Eh/bohr
**Frontier orbital gap (spin up / spin down)**: 7.7 / 9.6 eV
**HOMO (spin up / spin down)**: -7.5 / -10.7 eV
**2S+1**: 3
**⟨S²⟩**: 2.01
**ΔE to the lowest compared entry with this formula, charge and spin**: 292.82 kJ/mol

Each line ends with the Mulliken spin population.
Cartesian coordinates (Å):
C: 0.85272 -0.20710 0.81726  0.812
C: -1.28868 0.33085 -0.74422  0.906
N: 1.73695 -1.17997 0.33173  0.016
N: 2.09324 -0.01312 0.13681  0.081
H: 0.67035 0.04589 1.84362  0.091
H: -0.74233 0.79077 -1.54033  0.028
H: -1.78164 0.93735 -0.01797  0.036
H: -1.54061 -0.70467 -0.82690  0.031

# 3
Density functional theory data (wB97M-V/def2-TZVPD) for an isolated molecule of C2H4N2 in a non-equilibrium geometry.

**F_max**: 0.1471 Eh/bohr
**Frontier orbital gap (spin up / spin down)**: 7.3 / 7.2 eV
**HOMO (spin up / spin down)**: -6.3 / -9.5 eV
**2S+1**: 3
**⟨S²⟩**: 2.01
**ΔE to the lowest compared entry with this formula, charge and spin**: 238.83 kJ/mol

Each line ends with the Mulliken spin population.
Cartesian coordinates (Å):
C: -2.24390 0.33922 -0.67633  0.208
C: -3.42727 0.85221 -1.18331  0.737
N: -1.15649 0.03799 -0.19504  0.294
N: -1.17611 -0.48924 1.45049  0.810
H: -3.13560 1.84288 -1.24144  0.032
H: -4.17218 0.45108 -1.86377  0.017
H: -0.25015 -0.83237 1.76836  -0.051
H: -1.25571 0.52577 1.75784  -0.048

# 4
Density functional theory data (wB97M-V/def2-TZVPD) for a cluster of 2 separate species, C2H4N2 in total in a non-equilibrium geometry.

**F_max**: 0.0340 Eh/bohr
**Net charge**: +2
**Frontier orbital gap**: 15.1 eV
**HOMO**: -25.4 eV
**2S+1**: 1
**ΔE to the lowest compared entry with this formula, charge and spin**: 55.38 kJ/mol

Each line ends with the Löwdin charge.
Cartesian coordinates (Å):
C: -0.01723 -1.08447 -0.98352  0.249
C: 0.82800 1.45968 1.29615  0.340
N: -0.92257 -1.00504 -1.66257  0.384
N: 0.05554 0.62405 1.28317  0.319
H: 0.89924 -1.30601 -0.46699  0.150
H: 1.58277 2.23603 1.24424  0.174
H: -1.72843 -0.93113 -2.29032  0.202
H: -0.69732 0.00689 1.57984  0.183

# 5
Density functional theory data (wB97M-V/def2-TZVPD) for an isolated molecule of C2H4N2O in a non-equilibrium geometry.

**F_max**: 0.0273 Eh/bohr
**Frontier orbital gap**: 11.3 eV
**HOMO**: -10.4 eV
**2S+1**: 1
**ΔE to the lowest compared entry with this formula, charge and spin**: 100.56 kJ/mol

Each line ends with the Löwdin charge.
Cartesian coordinates (Å):
H: -3.07483 -0.08129 -0.00002  0.054
N: -2.23428 -0.64568 0.00032  0.131
C: -1.15582 -0.01445 -0.00045  -0.320
O: 0.00000 -0.69251 0.00002  0.011
C: 1.15582 -0.01445 -0.00069  -0.320
N: 2.23428 -0.64568 0.00039  0.131
H: 3.07483 -0.08129 0.00030  0.054
H: -1.03103 1.08768 -0.00010  0.130
H: 1.03103 1.08767 0.00024  0.130

# 6
Density functional theory data (wB97M-V/def2-TZVPD) for a cluster of 2 separate species, C2H4N2O in total in a non-equilibrium geometry.

**F_max**: 0.1076 Eh/bohr
**Frontier orbital gap (spin up / spin down)**: 8.4 / 9.5 eV
**HOMO (spin up / spin down)**: -8.1 / -9.0 eV
**2S+1**: 1
**ΔE to the lowest compared entry with this formula, charge and spin**: 550.02 kJ/mol

Each line ends with the Löwdin charge.
Cartesian coordinates (Å):
C: -3.47763 -0.28925 0.32414  -0.061
C: 1.88043 0.45594 -0.06216  -0.006
N: -3.48026 0.66069 -0.38469  0.058
N: -0.04617 -0.35475 -0.86670  0.037
O: 0.58267 0.52270 -0.07997  -0.162
H: 2.49444 -0.30360 -0.57944  0.098
H: 2.28749 1.18121 0.49355  0.028
H: -3.36205 -1.12963 0.93726  0.035
H: -1.02285 -0.23481 -0.89828  -0.026

# 7
Density functional theory data (wB97M-V/def2-TZVPD) for an isolated molecule of C2H4N2O in a non-equilibrium geometry.

**F_max**: 0.0684 Eh/bohr
**Frontier orbital gap**: 10.8 eV
**HOMO**: -10.0 eV
**2S+1**: 1
**ΔE to the lowest compared entry with this formula, charge and spin**: 242.49 kJ/mol

Each line ends with the Löwdin charge.
Cartesian coordinates (Å):
H: 1.12262 1.25151 1.79340  0.053
N: 1.05392 1.55263 0.82928  0.141
C: 0.34475 0.67081 0.33243  -0.386
N: -0.17949 -0.54499 0.60692  0.119
C: -0.47771 -0.04728 -0.67826  -0.299
O: -0.06955 -0.76422 -1.81612  0.040
H: -0.79895 -1.07941 1.25803  0.157
H: -1.41216 0.38932 -0.89978  0.132
H: 0.41657 -1.42837 -1.42591  0.042

# 8
Density functional theory data (wB97M-V/def2-TZVPD) for a cluster of 3 separate species, C2H4N2O in total in a non-equilibrium geometry.

**F_max**: 0.1207 Eh/bohr
**Frontier orbital gap**: 11.8 eV
**HOMO**: -11.2 eV
**2S+1**: 1
**ΔE to the lowest compared entry with this formula, charge and spin**: 264.89 kJ/mol

Each line ends with the Löwdin charge.
Cartesian coordinates (Å):
H: 0.60035 0.22990 -2.08196  0.066
H: 0.00160 -0.14231 -1.82516  0.066
N: 2.24570 0.06170 0.28169  0.181
C: 1.03894 -0.10433 0.27709  -0.447
O: -0.03628 0.00471 0.66910  0.067
H: 2.71451 0.00045 -0.62381  0.082
C: -2.07786 -0.00539 1.10741  -0.130
N: -2.64444 -0.37897 0.14915  0.071
H: -1.84252 0.33423 2.04648  0.044

# 9
Density functional theory data (wB97M-V/def2-TZVPD) for a cluster of 2 separate species, C2H4N2O in total in a non-equilibrium geometry.

**F_max**: 0.1207 Eh/bohr
**Frontier orbital gap**: 11.1 eV
**HOMO**: -10.9 eV
**2S+1**: 1
**ΔE to the lowest compared entry with this formula, charge and spin**: 276.24 kJ/mol

Each line ends with the Löwdin charge.
Cartesian coordinates (Å):
H: 0.99588 -1.36457 0.42199  0.084
N: 0.00048 -1.12155 0.47242  0.123
C: -0.48185 -0.37595 -0.34210  -0.313
C: -1.90002 -0.20335 0.00423  -0.220
N: -3.02473 -0.29536 0.15243  0.154
H: -0.31294 -0.01873 -1.42128  0.144
O: 0.14585 2.11860 0.08715  -0.027
H: 0.83662 1.63832 0.39136  -0.040
H: 0.76561 2.07978 -0.70491  0.094

# 10
Density functional theory data (wB97M-V/def2-TZVPD) for an isolated molecule of C2H4N2O2 in a non-equilibrium geometry.

**F_max**: 0.0524 Eh/bohr
**Frontier orbital gap**: 10.2 eV
**HOMO**: -9.7 eV
**2S+1**: 1
**ΔE to the lowest compared entry with this formula, charge and spin**: 329.78 kJ/mol

Each line ends with the Löwdin charge.
Cartesian coordinates (Å):
H: 0.77775 1.18550 -1.41907  0.063
N: 0.83458 0.27965 -0.97649  0.065
C: 1.28884 0.35831 0.20115  -0.344
O: 0.95060 -0.63484 1.04221  -0.007
C: -0.61717 -0.94348 0.80772  -0.301
N: -1.43011 -0.17048 -0.24833  0.069
O: -1.03649 -1.87449 1.40458  0.159
H: 1.79209 1.24285 0.62048  0.133
H: -1.13120 -0.30192 -1.23689  0.084
H: -1.42888 0.85889 -0.19535  0.080